1.
9
Properties=species:S:1:pos:R:3:nbo_charge:R:1 method="wB97M-V/def2-TZVPD" homo_ev=-11.83 e_lumo_ev=0.1882 relative_energy_kcal_mol=21.4 charge=0 fmax_ev_per_a=3.2 homo_lumo_gap_ev=12.017 smiles="O=C(F)C(O)(O)F"
C 0.90 0.97 -0.38 0.8191
C -0.08 -0.18 0.10 0.7414
O 1.30 1.11 -1.46 -0.4834
O 0.00 -1.27 -0.63 -0.6982
O -1.28 0.40 0.22 -0.6775
F 1.21 1.84 0.57 -0.3038
F 0.36 -0.57 1.47 -0.4092
H -0.45 -2.14 -0.34 0.5220
H -1.97 -0.17 0.45 0.4897

=====

2.
56
Properties=species:S:1:pos:R:3:nbo_charge:R:1 method="wB97M-V/def2-TZVPD" homo_ev=-4.01 e_lumo_ev=2.2702 relative_energy_kcal_mol=0.0 charge=-1 fmax_ev_per_a=0.4 homo_lumo_gap_ev=6.277
Li 0.51 -0.79 -0.44 0.8233
N -1.67 -0.60 3.02 -0.5593
C -0.68 0.14 3.65 0.1620
C -0.56 0.64 4.94 -0.2657
C 0.59 1.36 5.22 -0.2170
C 1.57 1.58 4.24 -0.2384
C 1.43 1.09 2.96 -0.1718
C 0.29 0.35 2.67 0.0848
N -0.11 -0.23 1.48 -0.4770
C -1.26 -0.78 1.73 0.4626
C -2.02 -1.52 0.73 0.0745
C -3.12 -2.28 0.93 -0.4392
S -3.65 -2.93 -0.56 0.4124
C -2.34 -2.14 -1.34 -0.1164
N -1.57 -1.45 -0.56 -0.4014
H -2.55 -0.87 3.41 0.4121
H -1.32 0.48 5.70 0.2069
H 0.73 1.77 6.21 0.2030
H 2.45 2.16 4.49 0.2062
H 2.17 1.27 2.19 0.2326
H -3.64 -2.49 1.85 0.2341
H -2.18 -2.24 -2.40 0.2246
C 4.43 1.13 -0.18 -0.2979
C 5.21 0.06 0.24 -0.1692
C 4.65 -1.20 0.31 -0.2611
C 3.31 -1.39 -0.04 0.2161
N 2.56 -0.34 -0.43 -0.4879
C 3.11 0.87 -0.50 0.0522
C 2.63 -2.73 0.01 -0.0754
C 3.38 -3.86 0.37 -0.2285
C 2.78 -5.11 0.41 -0.2713
C 1.42 -5.22 0.11 -0.2329
C 0.71 -4.08 -0.23 -0.2649
C 1.26 -2.79 -0.31 -0.4300
H 4.82 2.14 -0.25 0.2120
H 6.25 0.21 0.52 0.2016
H 5.25 -2.03 0.64 0.2059
H 2.44 1.66 -0.81 0.2188
H 4.43 -3.80 0.61 0.1787
H 3.36 -5.98 0.69 0.1896
H 0.94 -6.19 0.14 0.1853
H -0.36 -4.21 -0.46 0.1648
S -0.10 2.47 -0.65 -0.4021
C -1.73 2.53 -0.15 -0.0483
N -2.53 1.55 0.21 -0.5920
C -3.77 2.02 0.57 0.2102
C -4.83 1.20 0.98 -0.2645
C -6.05 1.78 1.32 -0.2377
C -6.23 3.16 1.26 -0.2449
C -5.19 3.98 0.85 -0.2236
C -3.97 3.41 0.50 -0.2696
S -2.50 4.13 -0.05 0.3098
H -4.69 0.13 1.01 0.2053
H -6.87 1.14 1.63 0.1968
H -7.18 3.59 1.52 0.1969
H -5.32 5.05 0.79 0.2052

=====

Number 1: molar mass 112.0 g mol⁻¹. Number 2: molar mass 528.6 g mol⁻¹.